1.
This record from the Open Molecules 2025 dataset describes an isolated molecule of C4H6N2 in a non-equilibrium geometry. The level of theory is ωB97M-V with the def2-TZVPD basis set.

CARTESIAN COORDINATES (ANGSTROEM)
C -0.62255 1.25832 0.08294
C -1.18448 -0.09413 0.06963
C 0.69612 -0.96235 0.06733
C 1.46578 0.35357 -0.12410
N 0.59947 1.49121 -0.10699
N -2.35326 -0.46361 -0.11125
H -1.39043 2.09742 0.28664
H 0.71011 -1.63276 1.00893
H 0.69565 -1.43627 -0.91660
H 1.92841 0.34668 0.84041
H 2.04220 0.49317 -1.05997
H -2.58701 -1.45126 -0.03698

Values from the calculation:
Lowest unoccupied orbital energy: 0.0149 hartree
E_HOMO: -8.724 eV
Multiplicity: 1
Kohn-Sham gap: 0.336 Eh

Mulliken charges, unit e, in atom order: C -0.044; C 0.374; C -0.708; C -0.296; N -0.536; N -0.602; H 0.333; H 0.335; H 0.284; H 0.231; H 0.359; H 0.269

2.
This record from the Open Molecules 2025 dataset describes an isolated molecule of C4H6N2 in a non-equilibrium geometry. The level of theory is ωB97M-V with the def2-TZVPD basis set.

CARTESIAN COORDINATES (ANGSTROEM)
N 3.64745 -0.44188 -0.06394
C 2.53318 -0.19361 -0.06540
C 0.99768 0.15742 -0.01084
N 0.84905 1.57234 0.04490
C 0.07393 -0.81056 0.67136
C 0.09968 -0.73090 -0.82455
H 0.33279 1.94743 -0.73886
H 0.45229 1.89819 0.91512
H -0.76276 -0.37591 1.19567
H 0.48948 -1.68450 1.14724
H 0.54284 -1.54846 -1.37301
H -0.72568 -0.25790 -1.33747

Values from the calculation:
Lowest unoccupied orbital energy: 0.0330 hartree
E_HOMO: -10.156 eV
Multiplicity: 1
Structure (SMILES): N#CC1(N)CC1
Kohn-Sham gap: 0.406 Eh

Mulliken charges, unit e, in atom order: N -0.418; C 0.071; C 0.747; N -0.616; C -0.647; C -0.684; H 0.254; H 0.256; H 0.252; H 0.270; H 0.267; H 0.249

3.
This record from the Open Molecules 2025 dataset describes an isolated molecule of C4H6N2. The level of theory is ωB97M-V with the def2-TZVPD basis set.

CARTESIAN COORDINATES (ANGSTROEM)
H 1.38375 -2.17287 0.10986
N 0.57356 -1.55650 0.10103
C 0.92408 -0.32724 0.09236
N 2.20712 0.18414 0.18294
C -0.13047 0.70213 0.16714
C -1.38717 0.36237 0.04676
C -2.64787 0.19429 -0.20233
H 2.95179 -0.46682 -0.01578
H 2.34064 1.10262 -0.21412
H 0.10833 1.73093 0.42875
H -3.01206 0.64090 -1.12045
H -3.31168 -0.39396 0.42384

Values from the calculation:
Lowest unoccupied orbital energy: 0.0308 hartree
E_HOMO: -8.989 eV
Multiplicity: 1
Structure (SMILES): [H]/N=C(\N)C=C=C
Kohn-Sham gap: 0.361 Eh

Mulliken charges, unit e, in atom order: H 0.190; N -0.617; C 0.632; N -0.471; C -0.462; C 0.219; C -0.717; H 0.226; H 0.222; H 0.294; H 0.234; H 0.250

4.
This record from the Open Molecules 2025 dataset describes a structure of composition C4H6N2. The level of theory is ωB97M-V with the def2-TZVPD basis set.

CARTESIAN COORDINATES (ANGSTROEM)
N 1.83887 -0.01480 0.42332
C 0.60067 0.10683 -0.07633
C -0.25260 1.23968 -0.17821
C -1.52910 0.71806 -0.03572
C -1.41995 -0.70369 -0.06558
N -0.13616 -1.03754 -0.17270
H 1.91801 -1.34393 0.24407
H 2.47364 0.69649 0.03853
H 0.06370 2.27170 -0.10967
H -2.45341 1.28524 -0.03994
H -2.21568 -1.41151 -0.26439
H 1.11784 -1.93260 0.15465

Values from the calculation:
Lowest unoccupied orbital energy (alpha / beta): -0.0207 / -0.0371 hartree
E_HOMO (alpha / beta): -7.704 / -7.734 eV
Multiplicity: 1
Kohn-Sham gap (alpha / beta): 0.262 / 0.247 Eh

Mulliken charges, unit e, in atom order: N -0.429; C 0.499; C -0.546; C -0.249; C -0.571; N -0.347; H 0.114; H 0.251; H 0.355; H 0.372; H 0.371; H 0.180

5.
This record from the Open Molecules 2025 dataset describes an isolated molecule of C4H6N2 in a non-equilibrium geometry. The level of theory is ωB97M-V with the def2-TZVPD basis set.

CARTESIAN COORDINATES (ANGSTROEM)
N 0.53010 -1.99865 -1.85524
C 0.10398 -1.17203 -1.16010
C -0.01656 -0.25355 -0.02630
N 0.31089 -0.91263 1.20978
C 0.48716 1.14151 -0.36075
C -0.91244 0.95086 0.12273
H -0.51888 -1.38285 1.56680
H 1.00103 -1.63232 1.02179
H 0.59562 1.28596 -1.43119
H 1.23716 1.63207 0.25327
H -1.08066 1.23275 1.16320
H -1.76252 1.10114 -0.52976

Values from the calculation:
Lowest unoccupied orbital energy: 0.0336 hartree
E_HOMO: -10.013 eV
Multiplicity: 1
Structure (SMILES): N#CC1(N)CC1
Kohn-Sham gap: 0.402 Eh

Mulliken charges, unit e, in atom order: N -0.477; C 0.040; C 0.889; N -0.648; C -0.739; C -0.704; H 0.252; H 0.298; H 0.258; H 0.270; H 0.307; H 0.254

6.
This record from the Open Molecules 2025 dataset describes an isolated molecule of C4H6N2 in a non-equilibrium geometry. The level of theory is ωB97M-V with the def2-TZVPD basis set.

CARTESIAN COORDINATES (ANGSTROEM)
N 2.49548 0.33424 -1.17110
C 1.73861 -0.00625 -0.35559
C 0.65962 -0.28568 0.60030
C -0.33322 0.90084 0.47234
C -1.17719 -0.06734 -0.40581
N -0.38348 -1.19310 0.11726
H 1.10572 -0.56438 1.56562
H -0.84311 1.06626 1.43714
H 0.13144 1.76483 -0.03343
H -1.03933 0.13022 -1.47446
H -2.25068 -0.17679 -0.20028
H -0.10386 -1.90284 -0.55199

Values from the calculation:
Lowest unoccupied orbital energy: 0.0361 hartree
E_HOMO: -9.824 eV
Multiplicity: 1
Structure (SMILES): N#C[C@H]1CCN1
Kohn-Sham gap: 0.397 Eh

Mulliken charges, unit e, in atom order: N -0.463; C 0.142; C 0.219; C -0.676; C -0.399; N -0.518; H 0.314; H 0.235; H 0.332; H 0.255; H 0.305; H 0.254

7.
This record from the Open Molecules 2025 dataset describes an isolated molecule of C4H6N2 in a non-equilibrium geometry. The level of theory is ωB97M-V with the def2-TZVPD basis set.

CARTESIAN COORDINATES (ANGSTROEM)
N -0.93058 1.21015 0.86098
C -0.25042 0.16812 0.15673
C -0.49337 -1.34382 0.51000
C 0.77242 -0.75719 0.89989
C 0.28224 0.36533 -1.08271
N 0.89352 0.59253 -2.11185
H -0.26035 1.86983 1.24303
H -1.61172 1.67935 0.27388
H -0.62232 -2.07678 -0.29302
H -1.30528 -1.32851 1.23882
H 1.90123 0.69313 -1.97711
H 1.62462 -1.07215 0.28137

Values from the calculation:
Lowest unoccupied orbital energy (alpha / beta): 0.0152 / 0.0152 hartree
E_HOMO (alpha / beta): -7.538 / -7.536 eV
Multiplicity: 1
Kohn-Sham gap (alpha / beta): 0.292 / 0.292 Eh

Mulliken charges, unit e, in atom order: N -0.573; C 0.328; C -0.470; C -0.553; C 0.311; N -0.544; H 0.255; H 0.262; H 0.272; H 0.273; H 0.296; H 0.143

8.
This record from the Open Molecules 2025 dataset describes a cluster of 2 separate species, C4H6N2 in total. The level of theory is ωB97M-V with the def2-TZVPD basis set.

CARTESIAN COORDINATES (ANGSTROEM)
C 1.45107 0.05098 1.54938
N 0.43922 -0.39143 -0.18110
C 0.10486 0.67765 -1.00098
C -1.22664 0.54648 -1.23949
N -1.74023 -0.56408 -0.58621
C -0.72699 -1.08992 0.03382
H 1.42047 -0.64037 0.20694
H 1.27577 1.13345 1.44825
H 0.65207 -0.32206 2.21005
H 0.84259 1.39796 -1.32295
H -1.86568 1.18067 -1.83927
H -0.74169 -1.97298 0.66061

Values from the calculation:
Lowest unoccupied orbital energy: -0.0054 hartree
E_HOMO: -9.401 eV
Multiplicity: 1
Kohn-Sham gap: 0.340 Eh

Mulliken charges, unit e, in atom order: C -0.572; N -0.090; C -0.270; C -0.336; N -0.539; C -0.098; H 0.362; H 0.182; H 0.174; H 0.413; H 0.383; H 0.390

9.
This record from the Open Molecules 2025 dataset describes an isolated molecule of C4H6N2 in a non-equilibrium geometry. The level of theory is ωB97M-V with the def2-TZVPD basis set.

CARTESIAN COORDINATES (ANGSTROEM)
C -1.29465 -0.42296 -0.45847
C 0.61976 -1.66228 0.17111
C 0.66318 0.54215 0.08198
C 0.50824 1.91283 0.20792
N 1.19410 -0.51584 0.29975
N -0.70131 -1.54177 -0.27121
H -2.27451 -0.20963 -0.70025
H 1.14200 -2.65608 0.32912
H 0.61933 2.22668 1.24011
H 1.27630 2.55761 -0.29860
H -0.53311 2.21106 -0.11070
H -1.21932 -2.44177 -0.49075

Values from the calculation:
Lowest unoccupied orbital energy: 0.0393 hartree
E_HOMO: -6.695 eV
Multiplicity: 1
Kohn-Sham gap: 0.285 Eh

Mulliken charges, unit e, in atom order: C -0.581; C -0.282; C 0.449; C -0.848; N -0.377; N -0.087; H 0.325; H 0.360; H 0.252; H 0.276; H 0.254; H 0.258

10.
This record from the Open Molecules 2025 dataset describes an isolated molecule of C4H6N2 in a non-equilibrium geometry. The level of theory is ωB97M-V with the def2-TZVPD basis set.

CARTESIAN COORDINATES (ANGSTROEM)
C -1.44469 -0.17868 -0.17805
C -0.28641 -0.17060 0.79988
C 0.78921 -0.97482 0.41059
C 1.62311 -0.09273 -0.28268
N 1.20171 1.17587 -0.19352
N 0.18081 1.11554 0.67526
H -2.25935 0.52243 0.03227
H -0.79786 0.28657 -1.01571
H -1.82977 -1.16502 -0.44655
H 0.85388 -2.05496 0.45928
H 2.45939 -0.33603 -0.92203
H -0.49002 1.87244 0.66127

Values from the calculation:
Lowest unoccupied orbital energy: 0.0170 hartree
E_HOMO: -8.628 eV
Multiplicity: 1
Structure (SMILES): Cc1ccn[nH]1
Kohn-Sham gap: 0.334 Eh

Mulliken charges, unit e, in atom order: C -0.979; C 0.401; C -0.429; C -0.312; N -0.657; N 0.072; H 0.234; H 0.315; H 0.280; H 0.372; H 0.400; H 0.305